i | The following is a DFT calculation (wB97M-V/def2-TZVPD) of a structure of composition CH2ClNO3S.

```
9
Properties=species:S:1:pos:R:3:nbo_charge:R:1
C -2.9349 0.7491 0.2094 0.3704
N 0.1041 -0.5240 -0.4804 -1.0212
O -2.6432 1.8358 0.5812 -0.4679
O -1.3264 -1.5675 1.4866 -0.8746
O -2.0102 -1.8208 -0.8826 -0.9219
S -1.4409 -0.9972 0.1806 2.0448
Cl -4.3895 0.1382 -0.4437 0.0843
H 0.6229 0.2580 -0.2376 0.3933
H 0.1398 -0.5404 -1.4487 0.3926
```

## Properties
HOMO level = -10.0695 eV
multiplicity = 1

---

ii | The following is a DFT calculation (wB97M-V/def2-TZVPD) of a structure of composition CH2ClNO3S.

```
9
Properties=species:S:1:pos:R:3:nbo_charge:R:1
C -0.6828 -1.0531 0.7490 0.2508
N 0.6289 1.3876 0.0907 -1.1031
O -1.0077 -0.7384 1.8395 -0.4630
O 1.2925 -0.7948 -1.0504 -0.9055
O -0.9412 0.0260 -1.4111 -0.9238
S 0.1922 -0.0803 -0.5835 2.2404
Cl -1.0234 -2.4506 -0.1614 0.0395
H 1.5701 1.5697 0.5606 0.4409
H -0.0285 2.1340 -0.0333 0.4239
```

## Properties
HOMO level = -10.7148 eV
multiplicity = 1

---

iii | The following is a DFT calculation (wB97M-V/def2-TZVPD) of the molecule CH2ClNO3S.

```
9
Properties=species:S:1:pos:R:3:nbo_charge:R:1
C 1.0230 1.0588 0.4408 0.3585
N -0.2343 0.7314 0.6135 -0.1691
O -2.3384 -2.1881 -0.3677 -0.8893
O -0.6493 -0.5464 0.3652 -0.5672
O 2.5608 0.6802 0.0342 -0.5343
S -2.2985 -0.8003 -0.0305 1.3836
Cl 2.8613 -0.9087 -0.4170 0.2429
H 1.2172 2.0940 0.6801 0.1871
H -2.1419 -0.1210 -1.3186 -0.0122
```

## Properties
HOMO level = -10.1644 eV
multiplicity = 1

---

Stability verdict: ii, ahead by 0.0286 hartree

---

i | The following is a DFT calculation (wB97M-V/def2-TZVPD) of the molecule C7H10.

```
17
Properties=species:S:1:pos:R:3:nbo_charge:R:1
C 1.0637 -2.1480 0.9884 -0.3780
C -0.0467 -1.6017 0.4377 -0.2024
C -0.2966 -0.1735 0.4053 -0.0977
C -1.0291 0.3327 1.4136 -0.3850
C 0.2336 0.7196 -0.6471 0.0237
C 0.8558 1.8702 -0.3032 -0.4053
C -0.4697 0.6083 -1.9983 -0.6418
H 0.8702 -3.1110 1.4432 0.2067
H 1.9128 -1.4965 1.2991 0.2040
H -0.8647 -2.3070 0.2246 0.2109
H -1.3721 -0.3550 2.2073 0.1936
H -1.3548 1.3976 1.6190 0.2044
H 0.4891 2.3925 0.5957 0.1937
H 1.7815 2.2241 -0.7351 0.2095
H -0.0869 1.4089 -2.6239 0.2224
H -0.1318 -0.3451 -2.4426 0.2092
H -1.5542 0.5839 -1.8837 0.2318
```

## Properties
SMILES string = C=CC(=C)C(=C)C
HOMO level = -8.0477 eV
multiplicity = 1

---

ii | The following is a DFT calculation (wB97M-V/def2-TZVPD) of the molecule C7H10.

```
17
Properties=species:S:1:pos:R:3:nbo_charge:R:1
C 2.5164 0.0724 -0.6383 -0.4081
C 1.3796 0.1541 -1.3229 -0.1620
C 0.0326 -0.3506 -0.8995 -0.2510
C -0.1314 -1.0055 0.4989 -0.4474
C -1.1727 0.0451 0.8378 0.0413
C -1.9622 0.2492 1.8821 -0.4148
C -0.9759 0.7681 -0.4816 -0.4373
H 2.5837 -0.4279 0.3246 0.1895
H 3.4351 0.5089 -1.0196 0.2019
H 1.3858 0.6734 -2.2833 0.1977
H -0.3850 -0.9822 -1.6927 0.2138
H 0.7589 -0.9629 1.1345 0.2170
H -0.4922 -2.0394 0.4873 0.2215
H -1.9444 -0.4122 2.7452 0.1996
H -2.6542 1.0878 1.9129 0.1997
H -1.8685 0.8689 -1.1079 0.2180
H -0.5056 1.7528 -0.3776 0.2207
```

## Properties
SMILES string = C=CC1CC(=C)C1
HOMO level = -9.3233 eV
multiplicity = 1

---

iii | The following is a DFT calculation (wB97M-V/def2-TZVPD) of the molecule C7H10.

```
17
Properties=species:S:1:pos:R:3:nbo_charge:R:1
C 1.5697 -0.1955 -1.0335 -0.6168
C 0.9237 0.8714 -0.1890 -0.2052
C 0.2179 0.6114 1.1203 -0.2721
C -0.1817 -0.7993 1.4315 -0.2006
C -1.1120 -1.2148 0.5724 -0.1825
C -1.4837 -0.1543 -0.4440 -0.4502
C -0.5672 1.0079 -0.1121 -0.2245
H 1.5189 0.1013 -2.0875 0.2101
H 2.6206 -0.3239 -0.7624 0.2117
H 1.0688 -1.1623 -0.9291 0.2177
H 1.4505 1.8226 -0.2080 0.2160
H 0.1447 1.3851 1.8570 0.2228
H 0.2376 -1.4042 2.2380 0.2171
H -1.5644 -2.2016 0.5727 0.2078
H -1.3441 -0.4984 -1.4732 0.2134
H -2.5393 0.1347 -0.3438 0.2193
H -0.9600 2.0199 -0.2093 0.2162
```

## Properties
SMILES string = C[C@@H]1[C@@H]2C=CC[C@H]12
HOMO level = -8.9273 eV
multiplicity = 1

---

iv | The following is a DFT calculation (wB97M-V/def2-TZVPD) of the molecule C7H10.

```
17
Properties=species:S:1:pos:R:3:nbo_charge:R:1
C 0.7891 0.6206 -1.7002 -0.6083
C 0.2385 0.1986 -0.3610 -0.0463
C -1.2943 0.4056 -0.1907 -0.3842
C -1.3235 -0.7827 0.7290 -0.2270
C -0.0554 -0.6667 1.5375 -0.2170
C 0.8908 0.5901 0.9699 -0.3931
C 0.0423 -1.2503 0.1627 -0.2488
H 0.7201 1.7131 -1.8083 0.2130
H 1.8345 0.3299 -1.8307 0.2096
H 0.1997 0.1667 -2.5069 0.2122
H -1.6628 1.3601 0.2051 0.1920
H -1.8008 0.1697 -1.1312 0.2015
H -2.2627 -1.2134 1.1143 0.2296
H -0.0133 -1.3813 2.3740 0.2274
H 1.0867 1.7019 1.0586 0.2046
H 1.8502 0.1083 1.1719 0.2026
H 0.6170 -2.1160 -0.1768 0.2323
```

## Properties
SMILES string = C[C@]12C[C@@H]3[C@H](C1)[C@@H]32
HOMO level = -9.2624 eV
multiplicity = 1

---

Stability verdict: iii, ahead by 0.0232 hartree